# 1
Density functional theory data (ωB97M-V/def2-TZVPD) for C22H44NO5PtSi4 as an isolated structure.

Orbital gap = 7.4715 eV
Charge = -1
HOMO level = -5.18 eV
LUMO = 2.294 eV

Element x y z (Å)
Pt1 0.11 0.33 0.54
O1 0.86 0.38 -3.56
C1 0.24 0.52 -2.51
O2 0.78 0.26 -1.36
C2 -1.19 1.08 -2.61
C3 -1.33 2.48 -1.95
C4 -2.56 3.19 -2.53
C5 -3.70 2.41 -1.83
C6 -2.90 1.41 -0.97
O3 -1.75 2.19 -0.62
C7 -2.34 0.31 -1.89
C8 -1.96 -1.00 -1.17
O4 -2.07 -2.04 -1.80
O5 -1.61 -0.90 0.07
H1 -1.38 1.15 -3.68
H2 -0.41 3.06 -1.93
H3 -2.60 3.13 -3.62
H4 -2.56 4.24 -2.24
H5 -4.37 1.91 -2.52
H6 -4.30 3.07 -1.19
H7 -3.38 1.05 -0.07
H8 -3.09 0.02 -2.62
C9 -0.91 0.09 5.83
C10 -1.76 -0.30 4.62
C11 -2.08 -1.80 4.63
C12 -3.05 0.53 4.58
C13 -1.01 -0.03 3.38
N1 -0.48 0.11 2.38
H9 -1.50 -0.05 6.74
H10 -0.60 1.13 5.78
H11 -0.01 -0.53 5.90
H12 -2.68 -2.03 5.52
H13 -1.17 -2.39 4.67
H14 -2.63 -2.09 3.74
H15 -3.65 0.30 5.46
H16 -3.63 0.29 3.69
H17 -2.82 1.59 4.57
C14 4.77 3.34 -0.01
Si1 3.33 2.29 -0.68
C15 4.05 0.78 -1.51
C16 2.59 3.37 -2.04
Si2 1.91 1.68 1.10
Si3 1.04 3.63 2.11
C17 -0.43 3.25 3.24
C18 2.28 4.55 3.21
C19 0.39 4.86 0.85
Si4 3.33 0.63 2.65
C20 4.03 -0.95 1.90
C21 2.40 0.10 4.21
C22 4.82 1.62 3.29
H18 5.40 3.66 -0.85
H19 5.39 2.79 0.69
H20 4.40 4.24 0.49
H21 4.57 1.06 -2.44
H22 3.26 0.07 -1.76
H23 4.77 0.27 -0.87
H24 3.41 3.72 -2.66
H25 2.06 4.24 -1.66
H26 1.91 2.80 -2.68
H27 -0.11 2.72 4.14
H28 -1.17 2.65 2.72
H29 -0.90 4.19 3.55
H30 2.72 3.88 3.96
H31 1.78 5.36 3.74
H32 3.10 4.98 2.63
H33 -0.53 4.47 0.40
H34 1.10 5.04 0.04
H35 0.17 5.82 1.33
H36 3.28 -1.46 1.29
H37 4.37 -1.64 2.68
H38 4.89 -0.73 1.25
H39 1.67 -0.68 3.98
H40 1.87 0.94 4.68
H41 3.11 -0.30 4.94
H42 5.60 1.71 2.54
H43 5.24 1.09 4.15
H44 4.55 2.62 3.62

# 2
Density functional theory data (ωB97M-V/def2-TZVPD) for one molecule with the formula C25H24N2O3S at a distorted geometry.

Orbital gap = 8.6792 eV
HOMO level = -8.49 eV
LUMO = 0.188 eV

Element x y z (Å)
C1 4.34 -1.86 -2.79
C2 3.48 -0.87 -2.05
C3 3.49 0.47 -2.41
C4 2.68 1.37 -1.75
C5 1.85 0.95 -0.71
N1 1.03 1.90 -0.04
C6 -0.19 2.30 -0.71
C7 -1.15 1.14 -0.69
C8 -1.19 0.22 -1.68
C9 -2.02 -0.94 -1.59
C10 -2.08 -1.92 -2.59
C11 -2.89 -3.02 -2.44
C12 -3.67 -3.19 -1.29
C13 -4.54 -4.39 -1.15
C14 -3.62 -2.23 -0.29
C15 -2.80 -1.10 -0.43
N2 -2.74 -0.15 0.54
C16 -1.95 0.98 0.52
O1 -1.97 1.76 1.46
S1 1.80 3.05 0.90
O2 1.42 4.37 0.46
O3 3.19 2.72 0.95
C17 1.05 2.71 2.49
C18 1.54 1.65 3.22
C19 0.94 1.32 4.42
C20 -0.15 2.05 4.86
C21 -0.63 3.12 4.12
C22 -0.02 3.46 2.92
C23 1.84 -0.39 -0.33
C24 0.99 -0.88 0.80
C25 2.65 -1.28 -1.02
H1 3.85 -2.16 -3.72
H2 4.50 -2.75 -2.19
H3 5.30 -1.42 -3.04
H4 4.14 0.81 -3.20
H5 2.69 2.42 -2.01
H6 -0.59 3.14 -0.15
H7 0.01 2.62 -1.75
H8 -0.57 0.34 -2.56
H9 -1.47 -1.80 -3.47
H10 -2.93 -3.77 -3.21
H11 -5.26 -4.43 -1.97
H12 -5.09 -4.39 -0.21
H13 -3.94 -5.30 -1.20
H14 -4.22 -2.34 0.60
H15 -3.30 -0.27 1.38
H16 2.40 1.11 2.84
H17 1.31 0.48 5.00
H18 -0.63 1.78 5.79
H19 -1.48 3.69 4.48
H20 -0.37 4.28 2.33
H21 0.25 -1.59 0.44
H22 1.61 -1.40 1.54
H23 0.48 -0.06 1.29
H24 2.64 -2.32 -0.72

# 3
Density functional theory data (ωB97M-V/def2-TZVPD) for C5H12IO2P as an isolated structure at a distorted geometry.

Orbital gap = 5.5399 eV
HOMO level = -6.23 eV
LUMO = -0.695 eV

Element x y z (Å)
O1 -2.93 1.17 2.19
C1 -1.77 0.54 2.37
C2 -1.53 -1.00 1.84
P1 0.21 -1.17 0.98
C3 0.91 0.55 0.53
C4 1.54 0.52 -1.02
C5 0.45 -0.06 -2.10
O2 0.25 0.78 -3.30
H1 -0.87 1.11 2.90
H2 -2.37 -1.37 1.09
H3 -1.50 -1.80 2.71
H4 -0.04 -2.03 -0.18
H5 1.14 -1.93 1.82
H6 0.10 1.42 0.50
H7 1.83 0.86 1.22
H8 2.48 -0.21 -0.94
H9 1.88 1.60 -1.31
H10 -0.63 -0.25 -1.63
H11 0.83 -1.15 -2.41
H12 0.17 0.10 -4.06
I1 -0.16 2.31 -1.19

# 4
Density functional theory data (ωB97M-V/def2-TZVPD) for one molecule with the formula FH4NSi at a distorted geometry.

Orbital gap = 10.6611 eV
HOMO level = -9.93 eV
LUMO = 0.727 eV

Element x y z (Å)
N1 1.14 -0.87 -0.04
Si1 -0.74 0.23 -0.23
F1 -1.43 0.63 1.10
H1 1.10 -1.01 0.92
H2 1.62 0.04 -0.23
H3 -0.03 1.57 -0.49
H4 -1.67 -0.60 -1.02

# 5
Density functional theory data (ωB97M-V/def2-TZVPD) for one molecule with the formula C3H6O2 at a distorted geometry.

Orbital gap = 10.2246 eV
HOMO level = -9.84 eV
LUMO = 0.383 eV

Element x y z (Å)
C1 -1.31 -0.84 -0.02
O1 -0.92 0.46 -0.61
C2 0.30 0.94 -0.05
C3 1.59 0.18 -0.20
O2 1.66 -1.13 -0.32
H1 -2.32 -0.96 -0.49
H2 -1.33 -0.85 1.17
H3 -0.72 -1.73 -0.28
H4 0.32 2.03 -0.33
H5 0.20 1.03 1.11
H6 2.52 0.89 0.01

# 6
Density functional theory data (ωB97M-V/def2-TZVPD) for C54H88F18N19O12S6 as an isolated structure at a distorted geometry.

Orbital gap = 5.9725 eV
Charge = +5
HOMO level = -12.28 eV
LUMO = -6.304 eV

Element x y z (Å)
C1 -8.33 5.55 -5.59
C2 -9.84 5.66 -5.94
N1 -10.30 4.37 -6.59
C3 -10.47 3.17 -5.84
C4 -10.40 2.14 -6.75
N2 -10.13 2.70 -7.98
C5 -10.03 4.01 -7.87
C6 -10.02 2.07 -9.26
H1 -7.81 5.06 -6.39
H2 -8.31 4.87 -4.76
H3 -7.86 6.47 -5.28
H4 -10.06 6.40 -6.69
H5 -10.41 5.74 -5.04
H6 -10.64 3.24 -4.76
H7 -10.63 1.02 -6.57
H8 -9.90 4.80 -8.64
H9 -9.31 2.63 -9.85
H10 -10.93 1.98 -9.83
H11 -9.65 1.06 -9.13
C7 -0.88 -0.88 -8.58
C8 0.05 -1.54 -7.53
N3 0.32 -0.52 -6.52
C9 1.62 -0.16 -6.15
C10 1.44 0.71 -5.08
N4 0.08 0.80 -4.91
C11 -0.58 0.02 -5.78
C12 -0.59 1.66 -3.93
H12 -1.80 -0.53 -8.15
H13 -1.21 -1.71 -9.26
H14 -0.43 -0.11 -9.22
H15 1.01 -1.86 -8.00
H16 -0.46 -2.42 -7.12
H17 2.60 -0.46 -6.50
H18 2.05 1.26 -4.42
H19 -1.64 -0.23 -5.70
H20 -0.17 1.46 -2.92
H21 -1.61 1.39 -3.99
H22 -0.29 2.73 -4.19
C13 5.65 -13.69 0.63
C14 7.00 -13.65 1.39
N5 7.02 -12.55 2.42
C15 6.94 -11.23 2.28
C16 6.84 -10.66 3.57
N6 6.95 -11.73 4.44
C17 7.01 -12.85 3.75
C18 6.89 -11.56 5.86
H23 5.80 -14.37 -0.18
H24 5.30 -12.73 0.27
H25 4.88 -14.03 1.33
H26 7.79 -13.48 0.59
H27 7.25 -14.62 1.80
H28 6.96 -10.77 1.27
H29 6.66 -9.67 3.87
H30 6.95 -13.80 4.23
H31 5.85 -11.26 6.14
H32 7.64 -10.83 6.20
H33 7.14 -12.50 6.35
C19 -6.10 0.27 0.49
C20 -5.15 -0.19 -0.62
N7 -4.58 -1.52 -0.34
C21 -3.66 -1.97 0.64
C22 -3.48 -3.31 0.55
N8 -4.37 -3.71 -0.50
C23 -5.09 -2.64 -0.90
C24 -4.58 -5.10 -0.87
H34 -5.58 0.27 1.46
H35 -6.96 -0.44 0.58
H36 -6.62 1.22 0.30
H37 -4.38 0.54 -0.72
H38 -5.66 -0.28 -1.57
H39 -3.22 -1.24 1.16
H40 -2.77 -4.00 0.95
H41 -5.82 -2.55 -1.77
H42 -5.68 -5.31 -0.92
H43 -4.11 -5.83 -0.22
H44 -4.17 -5.23 -1.86
C25 2.78 0.56 6.91
C26 2.35 0.47 5.39
N9 2.10 1.81 4.96
C27 3.05 2.63 4.54
C28 2.52 3.74 4.05
N10 1.12 3.58 4.19
C29 0.89 2.38 4.71
C30 0.17 4.48 3.64
H45 2.98 -0.37 7.42
H46 1.92 1.08 7.37
H47 3.58 1.26 6.99
H48 1.36 -0.06 5.39
H49 3.02 0.03 4.72
H50 4.07 2.37 4.58
H51 3.03 4.56 3.54
H52 -0.14 1.95 4.82
H53 0.45 4.52 2.62
H54 0.26 5.54 3.98
H55 -0.83 4.11 3.94
C31 -2.81 -5.59 13.85
C32 -1.38 -5.14 13.52
N11 -0.34 -6.16 13.51
C33 -0.21 -7.24 12.66
C34 1.01 -7.74 12.86
N12 1.61 -7.08 13.87
C35 0.77 -6.14 14.29
C36 2.94 -7.37 14.38
H56 -3.14 -6.50 13.26
H57 -3.48 -4.79 13.68
H58 -2.92 -5.89 14.88
H59 -0.99 -4.38 14.23
H60 -1.38 -4.79 12.50
H61 -0.85 -7.45 11.82
H62 1.52 -8.53 12.34
H63 0.88 -5.53 15.14
H64 3.14 -6.89 15.28
H65 3.61 -7.08 13.54
H66 3.05 -8.46 14.53
C37 9.53 4.82 -4.22
C38 8.84 4.63 -2.89
N13 9.42 3.63 -1.98
C39 9.80 2.33 -2.39
C40 10.35 1.75 -1.30
N14 10.34 2.64 -0.23
C41 9.82 3.78 -0.70
C42 10.76 2.32 1.13
H67 8.93 5.44 -4.82
H68 9.45 3.89 -4.74
H69 10.54 5.15 -4.18
H70 7.86 4.24 -3.17
H71 8.74 5.59 -2.36
H72 9.70 1.99 -3.36
H73 10.58 0.72 -1.18
H74 9.79 4.70 -0.12
H75 10.45 3.15 1.82
H76 11.87 2.20 1.11
H77 10.28 1.42 1.43
C43 -3.08 14.20 -7.96
C44 -1.74 14.73 -7.66
N15 -1.72 15.77 -6.67
C45 -0.98 15.79 -5.49
C46 -1.26 16.91 -4.82
N16 -2.15 17.68 -5.60
C47 -2.50 16.86 -6.66
C48 -2.82 18.94 -5.28
H78 -3.00 13.28 -8.54
H79 -3.71 14.91 -8.60
H80 -3.62 14.21 -7.06
H81 -1.19 15.02 -8.55
H82 -1.09 13.92 -7.24
H83 -0.43 14.95 -5.04
H84 -0.87 17.21 -3.90
H85 -3.09 17.22 -7.53
H86 -1.97 19.58 -5.06
H87 -3.49 18.77 -4.41
H88 -3.29 19.28 -6.17
C49 -1.10 1.84 0.17
F1 0.19 2.18 -0.15
F2 -1.67 3.00 0.59
F3 -1.77 1.31 -0.86
S1 -1.07 0.71 1.56
O1 -0.25 1.37 2.58
O2 -2.37 0.36 1.93
N17 -0.31 -0.53 0.88
S2 1.22 -0.35 0.36
O3 1.04 -0.17 -1.05
O4 1.96 0.39 1.28
C50 1.89 -2.06 0.54
F4 3.06 -2.02 -0.12
F5 2.11 -2.35 1.83
F6 1.10 -2.98 0.02
C51 3.85 -4.11 6.89
F7 4.78 -4.93 7.24
F8 2.99 -3.93 7.95
F9 4.13 -2.88 6.41
S3 2.71 -4.94 5.68
O5 2.23 -6.18 6.23
O6 1.85 -3.91 5.18
N18 3.66 -5.33 4.48
S4 3.11 -6.27 3.23
O7 3.26 -7.60 3.67
O8 1.84 -5.75 2.89
C52 4.43 -5.95 2.05
F10 5.50 -6.21 2.76
F11 4.27 -6.86 1.07
F12 4.39 -4.70 1.61
C53 -6.57 1.51 -6.19
F13 -6.92 2.86 -5.96
F14 -7.49 1.06 -6.95
F15 -5.44 1.55 -6.87
S5 -6.42 0.57 -4.64
O9 -5.33 1.10 -3.93
O10 -7.73 0.68 -4.05
N19 -6.14 -0.92 -5.08
S6 -4.81 -1.76 -4.94
O11 -3.90 -1.52 -6.09
O12 -4.25 -1.69 -3.59
C54 -5.38 -3.59 -4.91
F16 -4.30 -4.41 -4.94
F17 -5.96 -3.77 -3.74
F18 -6.18 -3.87 -5.91

# 7
Density functional theory data (ωB97M-V/def2-TZVPD) for a 2-piece molecular cluster, C4H10N2O2 overall at a distorted geometry.

Orbital gap (spin up / spin down) = 7.0400 / 7.0506 eV
HOMO level (spin up / spin down) = -8.11 / -8.01 eV
LUMO (spin up / spin down) = -1.069 / -0.958 eV

Element x y z (Å)
C1 0.68 1.37 0.80
N1 -0.28 0.44 1.15
C2 0.41 1.14 -2.65
N2 -0.19 1.00 -1.56
H1 -1.09 0.74 1.67
H2 0.76 2.21 1.49
H3 1.63 0.91 0.55
H4 0.35 1.73 -0.35
H5 0.88 2.08 -2.93
H6 0.53 0.30 -3.33
C3 0.02 -1.99 1.31
C4 -0.44 -0.83 0.39
O1 -1.85 -0.99 0.22
O2 0.26 -0.84 -0.74
H7 -2.05 -0.49 -0.58
H8 -0.11 -2.91 0.76
H9 -0.58 -2.01 2.22
H10 1.07 -1.85 1.57

# 8
Density functional theory data (ωB97M-V/def2-TZVPD) for C2Br2I2 as an isolated structure at a distorted geometry.

Orbital gap (spin up / spin down) = 5.1883 / 5.1940 eV
HOMO level (spin up / spin down) = -8.54 / -8.54 eV
LUMO (spin up / spin down) = -3.349 / -3.348 eV

Element x y z (Å)
C1 0.58 -0.22 -0.12
C2 -0.64 -0.54 0.18
Br1 0.69 2.96 0.06
Br2 -1.05 -2.39 0.09
I1 2.49 -0.83 -0.11
I2 -2.06 1.03 -0.10

# 9
Density functional theory data (ωB97M-V/def2-TZVPD) for an isolated ion of composition C6H10N3O2 and charge +1 at a distorted geometry.

Orbital gap = 8.6849 eV
Charge = +1
HOMO level = -13.62 eV
LUMO = -4.933 eV

Element x y z (Å)
N1 0.95 -2.21 0.50
C1 0.50 -1.03 1.15
C2 1.63 0.17 1.19
O1 1.04 1.47 1.21
C3 -0.68 -0.31 0.40
N2 -1.92 -0.37 0.89
N3 -2.81 0.44 0.23
C4 -2.19 0.94 -0.77
C5 -0.81 0.45 -0.77
C6 0.02 0.66 -1.85
O2 -0.31 1.12 -2.99
H1 0.19 -2.92 0.30
H2 1.35 -1.91 -0.37
H3 0.18 -1.16 2.24
H4 2.17 0.15 0.23
H5 2.26 0.05 2.03
H6 1.78 2.19 1.41
H7 -2.41 -0.78 1.71
H8 -2.59 1.64 -1.36
H9 1.13 0.25 -1.77
H10 0.51 1.15 -3.60

# 10
Density functional theory data (ωB97M-V/def2-TZVPD) for C4H12AgCl2O4 as an isolated structure at a distorted geometry.

Orbital gap (spin up / spin down) = 9.2730 / 6.1564 eV
HOMO level (spin up / spin down) = -9.11 / -8.73 eV
<S²> = 0.76
2S+1 = 2
LUMO (spin up / spin down) = 0.167 / -2.569 eV

Element x y z (Å)
Ag1 18.82 -4.14 -9.75
Cl1 19.95 -6.07 -8.59
Cl2 20.19 -3.70 -11.82
C1 15.97 -5.31 -9.28
C2 16.64 -6.34 -10.15
O1 17.47 -5.68 -11.11
O2 16.89 -4.62 -8.42
H1 15.16 -5.79 -8.71
H2 15.39 -4.58 -9.86
H3 15.85 -6.91 -10.64
H4 17.23 -6.99 -9.50
H5 17.72 -6.33 -11.77
H6 16.65 -4.75 -7.50
C3 19.60 -1.31 -8.99
C4 18.10 -1.38 -9.08
O3 17.64 -2.14 -10.21
O4 20.12 -2.56 -8.48
H7 19.78 -0.54 -8.23
H8 20.06 -1.03 -9.93
H9 17.69 -0.37 -9.12
H10 17.68 -1.83 -8.18
H11 16.90 -1.67 -10.59
H12 21.00 -2.37 -8.14

# 11
Density functional theory data (ωB97M-V/def2-TZVPD) for a 2-piece molecular cluster, C4H8FN2 overall at a distorted geometry.

Orbital gap (spin up / spin down) = 4.7754 / 9.4521 eV
Charge = +1
HOMO level (spin up / spin down) = -11.62 / -14.14 eV
LUMO (spin up / spin down) = -6.840 / -4.692 eV

Element x y z (Å)
C1 2.00 -0.32 0.15
C2 1.31 0.54 0.76
C3 -2.29 0.01 -0.24
C4 3.43 -0.18 -0.27
N1 -2.83 1.14 -0.29
N2 -2.93 -1.12 -0.01
F1 1.15 1.44 1.66
H1 1.45 -1.14 -0.34
H2 3.90 0.05 0.66
H3 3.86 -1.05 -0.65
H4 3.50 0.61 -1.16
H5 -2.34 2.05 -0.45
H6 -3.86 1.12 -0.22
H7 -2.50 -2.00 0.15
H8 -3.84 -1.15 0.25

# 12
Density functional theory data (ωB97M-V/def2-TZVPD) for a 3-piece molecular cluster, C14H24I2N2O2PS overall at a distorted geometry.

Orbital gap = 7.1408 eV
Charge = +1
HOMO level = -10.97 eV
LUMO = -3.827 eV

Element x y z (Å)
C1 1.10 -0.77 -7.09
C2 2.03 -0.49 -5.87
I1 4.05 0.21 -6.25
C3 1.57 -0.67 -4.60
I2 -0.46 -1.38 -4.30
C4 2.41 -0.36 -3.36
C5 1.81 0.49 -2.37
N1 2.86 0.59 -1.43
P1 2.69 1.56 0.05
S1 0.84 1.95 0.46
C6 3.97 -0.13 -1.78
N2 3.71 -0.73 -3.00
H1 0.77 -1.84 -7.16
H2 1.57 -0.44 -8.06
H3 0.19 -0.11 -6.95
H4 0.81 0.96 -2.39
H5 3.35 2.81 -0.17
H6 3.34 0.88 1.14
H7 4.92 -0.20 -1.20
H8 4.33 -1.32 -3.55
C7 -4.27 0.76 1.98
C8 -3.15 1.37 1.17
C9 -2.91 0.33 0.10
O1 -4.17 -0.31 -0.14
C10 -5.09 0.07 0.90
H9 -4.85 1.48 2.55
H10 -3.87 0.01 2.67
H11 -3.49 2.31 0.71
H12 -2.25 1.59 1.76
H13 -2.21 -0.44 0.44
H14 -2.54 0.75 -0.83
H15 -5.82 0.76 0.46
H16 -5.62 -0.80 1.26
C11 0.32 -0.81 5.28
C12 1.20 -1.30 4.15
C13 0.31 -1.08 2.94
O2 -0.51 0.05 3.23
C14 -0.39 0.36 4.63
H17 0.87 -0.53 6.17
H18 -0.40 -1.58 5.55
H19 2.10 -0.68 4.08
H20 1.52 -2.34 4.26
H21 -0.34 -1.94 2.76
H22 0.89 -0.88 2.03
H23 0.20 1.28 4.72
H24 -1.38 0.54 5.05

Relative energy (zero: lowest compared OMol25 entry of this formula, charge and spin), record by record: 5.5; 3.5; 814.5; 153.2; 264.3; 95.7; 657.9; 342.2; 338.3; 0.0; 612.2; 96.8 kJ/mol
Calculated total energy, record by record: -2573.1640; -1700.5239; -986.8978; -446.5172; -268.3046; -8238.7174; -418.2104; -5819.4566; -549.0376; -1527.8557; -366.1144; -2142.4470 Eh